a | Density functional theory data (ωB97M-V/def2-TZVPD) for 2 unconnected molecules or ions with the total composition C3H3N3O.

Properties
* Kohn-Sham gap: 10.192 eV
* lowest unoccupied orbital energy: 0.484 eV
* SMILES string: N=C=CC=O.N#N

Each line ends with the Löwdin charge.
Positions of all 10 atoms, in Å:
N 2.04753 -0.12151 0.43840  0.17
C 0.94003 -0.53981 0.17332  -0.18
N 0.81598 2.25279 -0.68375  0.04
N -0.25253 2.48262 -0.54763  0.08
O -1.70176 0.46019 0.94692  0.00
C -1.52054 -0.59986 0.38467  -0.31
C -0.22724 -1.12242 -0.06696  -0.08
H 2.47406 0.53522 -0.21274  0.07
H -2.36867 -1.28160 0.16866  0.11
H -0.18709 -2.05698 -0.61568  0.10

---

b | Density functional theory data (ωB97M-V/def2-TZVPD) for a single C3H3N3O molecule.

Properties
* Kohn-Sham gap: 8.040 eV
* lowest unoccupied orbital energy: -1.505 eV
* SMILES string: O/C=C1\N=CN=N1

Each line ends with the Löwdin charge.
Positions of all 10 atoms, in Å:
C -1.44094 -0.73614 0.11812  0.02
C -0.03378 -0.48282 -0.07084  -0.33
C 1.68297 0.77537 0.08163  -0.21
H -1.93503 1.14094 -0.03875  0.07
H -1.81733 -1.82532 0.05312  0.16
H 2.37567 1.70112 0.19391  0.14
N 0.34679 0.88273 -0.15773  0.09
N 2.03087 -0.47880 -0.01700  -0.05
N 1.11138 -1.27286 -0.10676  0.04
O -2.32062 0.29577 -0.05570  0.06

---

c | Density functional theory data (ωB97M-V/def2-TZVPD) for a single C3H3N3O molecule.

Properties
* Kohn-Sham gap: 9.611 eV
* lowest unoccupied orbital energy: -0.312 eV
* SMILES string: N#CN/N=C\C=O

Each line ends with the Löwdin charge.
Positions of all 10 atoms, in Å:
O 0.34693 -0.98833 -1.40344  0.05
C 0.96878 -0.44339 1.04323  -0.32
N 1.12276 0.82793 0.65587  0.01
N -0.04322 1.45339 0.16779  0.07
C -0.91556 0.64580 -0.29678  -0.09
C -0.63825 -0.78226 -0.73896  -0.29
N 0.45619 -1.41228 1.43760  0.19
H 1.98657 1.16881 0.25824  0.15
H -1.87896 1.08400 -0.55384  0.11
H -1.40525 -1.55369 -0.56970  0.12

---

d | Density functional theory data (ωB97M-V/def2-TZVPD) for 2 unconnected molecules or ions with the total composition C3H3N3O.

Properties
* Kohn-Sham gap: 9.164 eV
* lowest unoccupied orbital energy: 0.498 eV
* SMILES string: N=C=CC=O.N#N

Each line ends with the Löwdin charge.
Positions of all 10 atoms, in Å:
N 2.26394 -0.02966 0.69105  0.15
C 1.24127 -0.25509 0.05572  -0.21
N -0.53822 0.79715 -1.85873  0.04
N -1.41793 1.40294 -1.51760  0.02
O -1.56889 -0.65089 1.54459  0.09
C -1.31012 -0.07708 0.53630  -0.17
C 0.04872 -0.55009 -0.41094  -0.17
H 3.05884 0.39030 0.21935  0.07
H -1.77028 0.88479 -0.19883  0.07
H -0.04305 -1.47344 -0.98540  0.11

---

Most stable structure, least stable structure: a, d.

---

a | Density functional theory data (ωB97M-V/def2-TZVPD) for a molecular structure, H9O4.

Properties
* charge: +1
* Kohn-Sham gap: 11.842 eV
* lowest unoccupied orbital energy: -3.780 eV

Each line ends with the Löwdin charge.
Positions of all 13 atoms, in Å:
O -1.26087 1.59270 -0.16296  0.08
H -0.62015 2.31478 -0.14327  0.13
H -2.17079 1.88385 0.02838  0.14
O 1.64785 -0.44685 -0.50799  -0.09
H 2.53172 -0.21603 -0.79892  0.09
H 0.43162 -0.81428 -0.82642  0.11
O 0.49973 -0.38660 1.48683  -0.09
H 0.74059 -1.03567 2.15316  0.08
H 1.42693 -0.28478 0.60361  0.04
O -0.72098 -0.76574 -0.64997  0.07
H -1.21645 -1.46095 -1.10203  0.17
H -0.23172 -0.71897 0.54766  0.12
H -1.05749 0.33853 -0.62807  0.14

---

b | Density functional theory data (ωB97M-V/def2-TZVPD) for 4 unconnected molecules or ions with the total composition H9O4.

Properties
* charge: +1
* Kohn-Sham gap: 13.320 eV
* lowest unoccupied orbital energy: -3.100 eV

Each line ends with the Löwdin charge.
Positions of all 13 atoms, in Å:
O -1.75672 1.76733 0.18716  0.03
H -2.29787 2.22997 -0.46031  0.11
H -2.04361 2.06584 1.05626  0.10
O 2.21408 -0.19048 -1.46724  0.00
H 3.05729 0.26405 -1.31266  0.10
H 2.18430 -0.11528 -2.43577  0.10
O -0.46468 -1.76195 1.56871  -0.01
H 0.18940 -2.44590 1.38956  0.08
H -0.84022 -1.77688 2.45321  0.09
O -0.06720 0.02795 -0.33389  0.16
H 0.77830 -0.05454 -0.86947  0.08
H -0.25055 -0.78270 0.24944  0.10
H -0.70253 0.77260 -0.02501  0.07

---

Most stable structure, least stable structure: b, a.

---

a | Density functional theory data (ωB97M-V/def2-TZVPD) for a single C22H28N4O5S molecule.

Properties
* Kohn-Sham gap: 8.753 eV
* lowest unoccupied orbital energy: 0.581 eV
* SMILES string: COc1ccc(OC)c(N(CC(=O)NN=C2CCN(C)CC2)S(=O)(=O)c2ccccc2)c1

Each line ends with the Löwdin charge.
Positions of all 60 atoms, in Å:
C -2.55150 -2.23025 2.10009  -0.08
H -3.10107 -1.38590 1.67215  0.08
O -1.85651 -2.94296 1.09685  -0.08
C -0.87312 -2.29926 0.42043  -0.27
C -0.45576 -0.99634 0.67360  0.04
C 0.55623 -0.42094 -0.07919  -0.20
C 1.18649 -1.14188 -1.10185  -0.21
C 0.75895 -2.44000 -1.35438  0.00
C -0.25373 -3.00846 -0.60684  0.01
H -0.57862 -4.01690 -0.80670  0.12
H 1.21671 -3.02505 -2.13551  0.11
O 2.19467 -0.50301 -1.77492  -0.11
C 2.86183 -1.20269 -2.79654  -0.07
H 3.62012 -0.51705 -3.17122  0.10
H 2.18080 -1.47130 -3.60993  0.10
H 3.35022 -2.10303 -2.41104  0.09
N 0.93646 0.90210 0.23869  -0.18
S 2.06794 1.05434 1.44955  0.69
O 1.62327 0.24519 2.54504  -0.26
O 2.24516 2.46280 1.66153  -0.28
C 3.55270 0.33878 0.76058  -0.27
C 3.76328 -1.01735 0.90972  -0.06
C 4.85994 -1.59799 0.29454  -0.07
C 5.72239 -0.81687 -0.45931  -0.08
C 5.49884 0.54423 -0.59786  -0.07
C 4.40211 1.12876 0.01357  -0.05
H 4.19863 2.18452 -0.06889  0.12
H 6.17630 1.14736 -1.18340  0.11
H 6.57534 -1.27189 -0.94116  0.11
H 5.04048 -2.65729 0.40123  0.11
H 3.07048 -1.58989 1.50609  0.12
C 0.83004 1.92040 -0.77995  -0.08
H 1.33591 1.64367 -1.71029  0.13
H 1.27973 2.82505 -0.36611  0.13
C -0.65920 2.13547 -1.06695  -0.45
O -1.13315 2.13249 -2.18417  0.07
N -1.35635 2.30866 0.07818  0.06
N -2.71462 2.40396 0.25948  0.12
C -3.51311 1.60658 -0.32324  -0.28
C -4.97408 1.79190 -0.07057  -0.11
H -5.13299 2.63385 0.60079  0.12
H -5.45150 2.01772 -1.02716  0.12
C -5.58218 0.51022 0.52038  -0.19
N -4.85754 -0.68341 0.10660  -0.25
C -5.65462 -1.87463 0.29111  -0.10
H -5.04479 -2.74929 0.07098  0.08
H -5.97644 -1.92657 1.33080  0.09
H -6.54971 -1.89444 -0.35133  0.09
C -4.32730 -0.55077 -1.23925  -0.18
H -5.10182 -0.23198 -1.95807  0.13
C -3.17037 0.44598 -1.20096  -0.10
H -2.27264 -0.03979 -0.80503  0.10
H -2.91511 0.80062 -2.20438  0.12
H -3.95484 -1.52521 -1.56254  0.12
H -6.64520 0.45311 0.22597  0.12
H -5.54053 0.55176 1.61367  0.12
H -0.83531 2.51051 0.92273  0.15
H -0.88517 -0.40202 1.46210  0.12
H -3.25682 -2.94339 2.52363  0.09
H -1.87320 -1.88240 2.88430  0.10

---

b | Density functional theory data (ωB97M-V/def2-TZVPD) for a single C22H28N4O5S molecule.

Properties
* Kohn-Sham gap: 8.716 eV
* lowest unoccupied orbital energy: 0.605 eV
* SMILES string: CCC(C)(C)NC(=O)CN(Cc1ccc2c(c1)OCO2)C(=O)CCC(=O)Nc1nccs1

Each line ends with the Löwdin charge.
Positions of all 60 atoms, in Å:
C 5.74297 -2.40879 1.66614  -0.09
H 5.40341 -3.32722 2.13858  0.07
H 5.56882 -2.48193 0.59494  0.07
H 6.81474 -2.32284 1.82893  0.07
C 5.03549 -1.18945 2.24683  -0.19
H 5.48199 -0.28603 1.82890  0.11
H 5.17882 -1.16654 3.32832  0.12
C 3.52388 -1.13575 1.95136  -0.54
N 3.31289 -1.13420 0.50338  0.12
C 3.74261 -0.19376 -0.35107  -0.47
O 4.29477 0.84646 -0.05690  0.07
C 3.45367 -0.56432 -1.81930  -0.04
N 2.03778 -0.58506 -2.14814  -0.04
C 1.36975 -1.74620 -1.97220  -0.46
O 1.91073 -2.71163 -1.44463  0.04
C -0.05333 -1.86363 -2.48392  -0.06
H -0.38952 -0.97834 -3.01799  0.10
C -1.03798 -2.14635 -1.33867  -0.07
C -2.04266 -1.02435 -1.18704  -0.48
O -2.30304 -0.21752 -2.05354  0.00
N -2.70125 -1.01617 0.00854  0.13
C -3.67788 -0.09276 0.29471  -0.59
N -4.27129 -0.02763 1.43912  0.05
C -5.19007 0.97166 1.44488  -0.25
C -5.29588 1.66959 0.28875  -0.38
S -4.18975 1.06923 -0.89429  1.11
H -5.94377 2.49180 0.06709  0.06
H -5.75565 1.13822 2.34318  0.10
H -2.46387 -1.65837 0.75143  0.16
H -1.61091 -3.05409 -1.54486  0.13
H -0.50542 -2.30731 -0.40024  0.12
H -0.04637 -2.70594 -3.17857  0.13
C 1.41066 0.68435 -2.44882  -0.09
C 0.45309 1.17475 -1.38344  -0.19
C -0.36451 2.25923 -1.66428  -0.04
C -1.24899 2.78135 -0.72631  0.00
C -1.28883 2.17235 0.50443  -0.23
C -0.47495 1.07891 0.78924  -0.20
C 0.40337 0.56440 -0.13039  0.05
H 1.03105 -0.27180 0.12345  0.11
O -0.72543 0.64099 2.06524  0.02
C -1.68411 1.53553 2.59486  -0.16
O -2.06466 2.45770 1.59633  0.03
H -2.56668 0.96953 2.92809  0.12
H -1.24584 2.07813 3.44867  0.14
H -1.88517 3.61880 -0.95545  0.12
H -0.31977 2.71256 -2.64221  0.12
H 2.21067 1.42338 -2.54899  0.14
H 0.89180 0.63780 -3.41269  0.13
H 3.85497 -1.56291 -2.01524  0.13
H 3.95767 0.16021 -2.46126  0.13
H 2.92549 -1.97938 0.09537  0.11
C 2.79118 -2.35454 2.51004  -0.02
H 3.10259 -3.26479 2.00395  0.08
H 1.71725 -2.23724 2.37876  0.08
H 2.99621 -2.45798 3.57212  0.09
C 2.93798 0.14101 2.56442  -0.02
H 1.86139 0.18043 2.41727  0.06
H 3.38804 1.01403 2.10110  0.08
H 3.14179 0.16458 3.63164  0.09

---

Most stable structure, least stable structure: b, a.